w) This record from OMol25 describes one molecule with the formula C7H15N. The level of theory is ωB97M-V with the def2-TZVPD basis set.

Summary:
Kohn-Sham gap = 9.7 eV
E_LUMO = 1.14 eV
SMILES string = C=CCCCNCC
HOMO energy = -8.56 eV

The geometry in ORCA input format:
```
! wB97M-V def2-TZVPD RIJCOSX def2/J DEFGRID3
* xyz 0 1
C -1.22605 -0.10205 0.46385
C -0.42105 0.79171 1.43306
C -0.94591 0.88833 2.83719
C -1.61371 1.91499 3.35979
C -0.47811 -1.19382 -0.34709
N 0.09665 -0.72740 -1.64838
C 1.55395 -0.83781 -1.59923
C 2.00970 -0.58811 -3.04849
H -1.58009 0.57569 -0.31239
H -2.10888 -0.49899 0.94711
H 0.65046 0.53118 1.44508
H -0.46046 1.78042 0.94865
H -0.71536 -0.03936 3.37578
H -2.08712 1.77813 4.32376
H -1.47567 2.89865 2.93158
H -1.14136 -1.99982 -0.65781
H 0.21802 -1.73338 0.32262
H -0.27511 0.15212 -1.97040
H 1.96904 -0.16911 -0.81763
H 1.81283 -1.88583 -1.42697
H 1.90411 -1.49043 -3.66604
H 1.34767 0.14096 -3.55576
H 2.96645 -0.18609 -3.33826
*
```

Mulliken atomic charge list, values in e, 2 entries: -0.62, -0.53

x) This record from OMol25 describes one molecule with the formula C7H15N. The level of theory is ωB97M-V with the def2-TZVPD basis set.

Summary:
Kohn-Sham gap = 7.3 eV
E_LUMO = -0.19 eV
HOMO energy = -7.53 eV

The geometry in ORCA input format:
```
! wB97M-V def2-TZVPD RIJCOSX def2/J DEFGRID3
* xyz 0 1
C 2.34124 1.55117 0.02200
C 2.96901 0.33317 -0.64226
C 0.82000 1.27898 0.29480
N 0.19933 0.98474 -1.10105
C -1.39762 -0.90326 0.78247
C -2.21810 -2.22089 0.82722
C -2.00037 0.20649 -0.03070
C -1.19275 0.68430 -1.18170
H 2.34464 2.37915 -0.66061
H 2.98722 1.72358 0.97135
H 3.86206 0.64499 -1.15151
H 2.25640 -0.28526 -1.18616
H 3.21659 -0.48038 0.13590
H 0.36519 2.14740 0.62608
H 0.68442 0.38022 0.97436
H -1.12267 -0.81356 1.79831
H -0.50017 -1.12244 0.16162
H -1.89676 -2.93407 0.10781
H -3.35904 -2.28744 0.73914
H -1.92097 -2.82165 1.78345
H -3.06771 0.54097 -0.18587
H -1.65217 -0.41212 -1.35216
H -1.71777 1.42594 -1.73253
*
```

Mulliken atomic charge list, values in e, 2 entries: -0.54, -1.05

The structure shown above that is least stable: x).